DFT (ωB97M-V with the def2-TZVPD basis set) results for a molecular structure, C43H34BF4MgN2OP2STe.

Last column: Mulliken charge in e.
CARTESIAN COORDINATES (ANGSTROEM)
Mg1 0.1180 -1.7865 2.5554  0.85
O1 -0.9276 1.5880 -1.9389  0.02
C1 -0.6144 2.8864 -1.6525  -0.14
C2 -0.3401 3.8307 -2.6363  -0.71
C3 -0.0545 5.1360 -2.2716  -0.72
C4 -0.0260 5.4970 -0.9305  -1.01
C5 -0.2149 4.5191 0.0323  -0.25
C6 -0.4815 3.1950 -0.3034  0.45
P1 -0.4501 1.8526 0.9921  1.61
C7 -1.6188 2.5126 2.2422  0.16
C8 -2.8276 3.0634 1.8168  -0.75
C9 -3.7869 3.4572 2.7353  -0.52
C10 -3.5540 3.3040 4.0959  -0.60
C11 -2.3675 2.7352 4.5276  -0.65
C12 -1.4104 2.3338 3.6069  -0.48
C13 1.2068 2.2644 1.6744  0.59
C14 2.2634 1.6202 1.0314  -0.64
C15 3.5787 1.9590 1.3149  -0.52
C16 3.8542 2.9389 2.2546  -0.54
C17 2.8109 3.5654 2.9230  -0.94
C18 1.4970 3.2346 2.6335  -0.24
C19 -1.5275 1.1746 -3.0952  0.03
C20 -2.3178 1.9915 -3.8974  -0.81
C21 -2.8935 1.4679 -5.0445  -0.69
C22 -2.6977 0.1361 -5.3886  -0.98
C23 -1.9583 -0.6738 -4.5411  0.08
C24 -1.3726 -0.1762 -3.3821  0.49
P2 -0.5979 -1.2753 -2.1033  1.21
C25 -2.1238 -2.2026 -1.6860  0.44
C26 -2.6694 -3.2695 -2.3986  -0.29
C27 -3.8891 -3.8122 -2.0228  -0.70
C28 -4.5862 -3.2855 -0.9431  -0.60
C29 -4.0614 -2.2148 -0.2369  -0.57
C30 -2.8354 -1.6821 -0.6069  -0.43
C31 0.3783 -2.4451 -3.1321  0.00
C32 0.5051 -3.8000 -2.8360  -0.59
C33 1.3818 -4.6071 -3.5529  -0.68
C34 2.1510 -4.0730 -4.5732  -0.52
C35 2.0526 -2.7166 -4.8630  -0.58
C36 1.1825 -1.9129 -4.1458  -0.66
H1 -0.3337 3.5490 -3.6808  0.64
H2 0.1493 5.8680 -3.0432  0.38
H3 0.1773 6.5186 -0.6372  0.44
H4 -0.1331 4.7840 1.0794  0.35
H5 -3.0233 3.1803 0.7569  0.34
H6 -4.7228 3.8769 2.3881  0.40
H7 -4.3055 3.6068 4.8143  0.36
H8 -2.1945 2.5706 5.5835  0.40
H9 -0.5127 1.8401 3.9594  0.58
H10 2.0505 0.8423 0.3075  0.22
H11 4.3869 1.4369 0.8184  0.40
H12 4.8791 3.1973 2.4868  0.39
H13 3.0214 4.3121 3.6788  0.38
H14 0.6972 3.7312 3.1661  0.43
H15 -2.5075 3.0202 -3.6248  0.63
H16 -3.5043 2.1108 -5.6662  0.37
H17 -3.1463 -0.2740 -6.2841  0.44
H18 -1.8470 -1.7272 -4.7712  0.28
H19 -2.1485 -3.6859 -3.2517  0.35
H20 -4.2947 -4.6517 -2.5750  0.39
H21 -5.5318 -3.7200 -0.6442  0.35
H22 -4.5732 -1.8163 0.6285  0.45
H23 -2.4193 -0.8593 -0.0369  0.37
H24 -0.0664 -4.2311 -2.0239  0.56
H25 1.4589 -5.6589 -3.3074  0.42
H26 2.8338 -4.7023 -5.1298  0.38
H27 2.6578 -2.2849 -5.6508  0.40
H28 1.1158 -0.8566 -4.3807  0.36
N1 -2.8905 -0.8491 3.3694  -0.83
C37 -1.8205 -1.1397 3.0400  0.20
C38 2.9845 -4.2152 0.9217  -1.05
C39 2.5801 -2.8176 0.9629  0.56
N2 2.2263 -1.7297 1.0497  -0.22
H29 3.7440 -4.3659 0.1563  0.41
H30 2.1089 -4.8268 0.7007  0.20
H31 3.3738 -4.4913 1.9006  0.30
Te1 1.8395 -1.9290 4.6799  -0.28
C40 3.4684 -0.6190 4.4429  -0.07
C41 4.6012 -0.7819 3.6936  -0.24
C42 5.6032 0.1957 3.9583  -0.64
C43 5.2194 1.0938 4.9070  -0.43
S1 3.6378 0.7525 5.4645  -0.17
H32 4.7139 -1.5890 2.9835  0.36
H33 6.5659 0.2241 3.4651  0.38
H34 5.7709 1.9368 5.2931  0.40
F1 0.2139 -4.2255 2.7389  -0.36
B1 -0.5705 -4.2971 1.5586  0.58
F2 -0.2550 -2.9902 0.9426  -0.01
F3 -0.1513 -5.2978 0.7051  -0.36
F4 -1.9027 -4.3451 1.8525  -0.33

Atoms 1-2, force components in eV/Å:
Mg 0.41 -0.39 -0.31
O -0.01 -0.03 0.11

Values from the calculation:
**Molecular weight**: 927.5 u
**LUMO**: 2.311 eV
**HOMO energy**: -4.688 eV
**Charge**: -1
**E**: -3817.461156 Ha
**Energy above the lowest of the compared OMol25 structures with the same formula, charge and spin**: 24.39 kcal per mole